156
Properties=species:S:1:pos:R:3:mulliken_charge:R:1 method="wB97M-V/def2-TZVPD" energy_ev=-83016.5684 max_force_ha_per_bohr=0.048 gap_ev=8.3408
O 2.238 2.846 -1.143 -0.36
O -5.471 2.788 -7.112 -0.35
O 2.869 -1.029 -2.818 -0.05
O -1.017 -0.398 0.891 -0.90
O 0.669 -5.056 -0.992 -0.59
O 4.118 -4.334 2.297 -0.41
O -1.984 2.261 -2.928 -0.06
O 6.724 -5.017 6.484 -0.30
O 1.596 5.419 3.909 -0.25
O 1.501 1.106 4.950 -0.44
O -7.035 1.813 4.020 -0.35
O 1.966 1.983 -6.299 -0.19
O -5.080 1.951 -1.067 -0.28
O -3.351 -4.171 2.965 -0.70
N -4.913 2.199 2.120 -0.23
N -1.478 -5.335 -1.533 -0.34
N -1.926 -2.446 2.418 0.03
N 5.131 -6.044 4.151 -0.23
N 1.057 -0.484 -5.057 0.00
N -4.593 1.606 -4.373 -0.23
N 0.649 0.488 -0.330 0.74
N 3.561 4.497 -1.973 -0.39
N 2.785 2.792 3.192 -0.42
C -0.082 -0.538 0.098 0.61
C -5.770 2.329 4.368 -0.85
C -0.408 -5.602 -0.746 0.60
C -6.298 2.636 -0.819 -0.70
C 1.342 -0.364 -6.492 -0.69
C 3.340 3.343 -1.336 0.49
C -3.639 -3.156 0.827 -0.68
C -4.028 1.600 1.137 -0.09
C -2.506 2.961 -4.048 -0.57
C -3.264 1.946 -4.922 -0.99
C 2.545 5.200 2.891 -0.91
C -6.295 2.375 -6.021 -1.12
C -2.951 -3.287 2.224 0.62
C -5.723 2.461 -4.645 -0.03
C -7.211 0.509 4.551 -0.66
C 0.128 0.848 4.648 -0.58
C 2.093 3.197 -6.996 -0.83
C -4.593 1.882 3.501 -0.38
C 2.469 1.440 2.768 0.66
C -0.986 3.035 -2.275 -0.49
C -0.609 -6.229 0.633 -0.79
C 1.694 6.644 4.563 -0.80
C 2.444 0.591 4.036 -0.76
C 0.269 -1.890 -0.462 -0.32
C 3.962 -1.294 -1.938 -0.86
C 2.872 -1.909 -3.942 -0.42
C -5.203 4.166 -7.127 -0.64
C 6.702 -4.555 7.815 -0.72
C 1.480 -1.774 -4.519 -0.91
C 1.157 1.063 -7.013 -0.63
C 3.724 -5.674 2.190 -0.29
C 6.192 -6.726 4.862 -0.78
C 4.527 2.578 -0.785 -0.83
C 6.218 -6.315 6.326 -0.59
C 2.362 3.856 2.274 0.42
C -4.034 2.360 -0.187 -0.25
C 3.257 -3.418 1.662 -0.53
C 4.781 -6.560 2.842 -0.75
H 4.453 -7.580 3.056 0.34
H 0.611 -1.002 -6.993 0.37
H 2.330 -0.719 -6.807 0.32
H 2.136 -0.440 3.815 0.40
H -6.872 2.553 -1.744 0.13
H -4.000 3.452 -0.149 0.40
H -1.446 3.988 -1.986 0.37
H -4.398 -3.936 0.844 0.34
H -6.116 3.679 -0.557 0.39
H -4.576 4.554 -6.318 0.23
H -0.827 2.482 -1.351 -0.28
H -3.403 2.300 -5.943 0.33
H -1.451 -2.408 3.305 0.15
H 3.038 -2.937 -3.610 0.46
H -8.058 0.036 4.052 0.26
H -3.132 2.062 -0.728 -0.18
H 2.236 -3.766 1.486 0.17
H 3.685 -3.311 0.653 0.29
H -1.757 -1.685 1.731 0.21
H -0.088 3.123 -2.888 0.49
H 6.936 -3.490 7.845 0.24
H 5.526 2.976 -0.610 0.41
H -6.144 4.729 -7.165 0.34
H -0.505 1.495 5.242 0.28
H 1.536 1.082 -8.046 0.39
H -7.424 0.516 5.623 0.29
H -6.349 -0.128 4.340 0.25
H 4.829 -0.776 -2.361 0.27
H 1.111 6.720 5.476 0.24
H 0.657 -2.134 -3.890 0.19
H -3.745 2.432 3.926 0.33
H -0.644 -7.319 0.544 0.39
H 2.640 3.010 -7.928 0.32
H -3.225 3.730 -3.738 0.38
H 7.528 -5.063 8.328 0.29
H -5.498 2.215 5.429 0.43
H 2.624 3.906 -6.365 0.23
H 4.265 -2.343 -1.867 0.39
H -3.005 1.614 1.520 0.11
H 1.327 -2.053 -0.660 0.08
H 0.473 1.412 0.030 -0.29
H -1.523 -5.918 1.136 0.27
H 4.261 1.911 0.030 -0.03
H -4.032 -2.161 0.625 0.17
H -6.599 2.148 -4.072 0.28
H 1.543 1.362 2.185 -0.48
H 5.659 -6.619 2.181 0.31
H -1.139 -4.805 -2.327 0.23
H 2.745 4.988 -2.302 0.25
H -7.279 2.841 -6.160 0.46
H -5.907 2.022 2.064 0.33
H -0.193 -2.596 0.229 -0.02
H 1.466 7.481 3.888 0.31
H 2.343 2.993 4.082 0.41
H -0.019 -0.169 5.037 0.33
H 3.303 -2.418 2.090 0.20
H 3.311 1.113 2.144 -0.12
H 3.572 -5.976 1.146 0.40
H 3.556 5.255 3.315 0.36
H 4.644 1.897 -1.643 0.39
H 6.253 -7.805 4.731 0.49
H 2.518 5.985 2.125 0.48
H -4.690 4.365 -8.069 0.23
H -5.859 3.421 4.364 0.34
H 3.645 -1.656 -4.676 0.27
H 4.464 4.930 -1.935 0.20
H 1.401 0.388 -0.991 -0.23
H -4.375 0.826 3.730 0.19
H -6.928 2.147 -0.068 0.23
H 2.740 -5.831 2.651 0.23
H 6.945 -6.960 6.847 0.41
H -0.103 0.796 3.583 0.14
H -6.602 1.338 -6.209 0.39
H 5.267 -5.045 4.201 0.23
H -2.836 0.944 -4.884 0.39
H 1.467 0.301 -4.564 0.17
H -5.488 3.526 -4.489 0.22
H 2.913 3.813 1.331 -0.37
H -2.955 -3.462 0.031 0.10
H 1.324 3.624 1.991 0.25
H 3.666 -0.971 -0.942 0.18
H 1.305 -2.454 -5.366 0.45
H -4.293 0.535 1.075 0.28
H 0.287 -5.975 1.189 -0.01
H -2.257 -5.966 -1.606 0.22
H 3.454 0.534 4.437 0.41
H 7.154 -6.332 4.486 0.33
H 2.732 6.864 4.860 0.31
H 0.129 1.438 -7.056 0.33
H 1.142 3.672 -7.265 0.31
H 5.725 -4.678 8.285 0.30
H -0.195 -2.141 -1.419 0.06
H 5.208 -6.487 6.717 0.34
H -1.708 3.483 -4.587 0.44
H -4.409 1.345 -3.412 0.25